# 1
Computed, not measured: a molecular structure, C24H67N6O7Sr in a non-equilibrium geometry, with the ωB97M-V functional and the def2-TZVPD basis.

The value obtained for the LUMO energy is -6.5 eV. The value obtained for the energy above the lowest of the compared OMol25 structures with the same formula, charge and spin is 1182.8 kJ/mol. Its total charge is +1. The value obtained for the electronic energy is -1839.88150 Eh.

Last column: Löwdin charge in e.
Element x y z (Å)
Sr1 -4.75 2.18 0.96  1.61
O1 -1.22 0.67 0.27  -0.52
H1 -0.40 0.63 -0.26  -0.14
C1 -3.93 -0.09 -5.41  -0.03
C2 -5.39 0.34 -5.02  -0.45
C3 -6.42 -0.39 -5.87  -0.22
O2 -6.14 -0.14 -7.25  -0.18
C4 -6.27 1.27 -7.64  -0.07
N1 -5.66 0.14 -3.61  0.02
H2 -3.70 -1.15 -5.48  0.08
H3 -3.18 0.36 -4.76  0.07
H4 -3.64 0.41 -6.34  0.07
H5 -5.43 1.41 -5.23  0.11
H6 -7.44 -0.18 -5.55  0.11
H7 -6.44 -1.47 -5.73  0.13
H8 -6.30 1.43 -8.71  0.09
H9 -5.58 1.98 -7.19  0.07
H10 -7.25 1.61 -7.29  0.08
H11 -5.29 -0.79 -3.47  0.07
H12 -6.66 0.12 -3.54  0.05
C5 5.49 0.12 2.03  -0.05
C6 4.38 0.10 1.01  -0.49
C7 4.14 -1.31 0.46  -0.22
O3 5.38 -1.77 -0.01  -0.20
C8 5.36 -2.93 -0.85  -0.08
N2 3.26 0.62 1.65  0.03
H13 5.69 1.19 2.13  0.08
H14 6.40 -0.25 1.56  0.07
H15 5.35 -0.43 2.96  0.09
H16 4.52 0.76 0.15  0.14
H17 3.41 -1.32 -0.35  0.11
H18 3.62 -2.00 1.13  0.12
H19 6.27 -3.49 -0.63  0.09
H20 5.42 -2.51 -1.85  0.08
H21 4.47 -3.56 -0.77  0.08
H22 2.44 0.53 1.07  0.07
H23 3.01 -0.08 2.34  0.07
C9 -1.83 6.88 4.82  -0.03
C10 -0.84 6.00 3.91  -0.40
C11 0.55 6.02 4.48  -0.18
O4 0.54 5.53 5.86  -0.21
C12 1.74 5.16 6.51  -0.11
N3 -1.35 4.63 3.86  0.01
H24 -2.85 6.71 4.46  0.06
H25 -1.54 7.93 4.86  0.07
H26 -1.77 6.62 5.88  0.07
H27 -0.73 6.21 2.85  0.13
H28 0.91 7.05 4.43  0.12
H29 1.21 5.37 3.91  0.12
H30 2.33 4.39 5.99  0.08
H31 1.54 4.81 7.52  0.09
H32 2.44 5.98 6.64  0.08
H33 -0.66 3.91 3.69  0.07
H34 -1.83 4.33 4.70  0.06
C13 -0.84 -2.90 6.40  -0.05
C14 -0.46 -1.40 6.66  -0.43
C15 0.94 -1.12 7.18  -0.28
O5 1.99 -1.51 6.45  -0.18
C16 3.03 -2.28 7.15  -0.04
N4 -0.92 -0.64 5.53  0.02
H35 -0.10 -3.42 5.81  0.07
H36 -1.88 -2.93 6.07  0.07
H37 -0.77 -3.39 7.37  0.07
H38 -1.09 -1.09 7.49  0.13
H39 1.04 -1.50 8.20  0.12
H40 1.11 -0.05 7.29  0.13
H41 3.87 -2.42 6.46  0.08
H42 2.60 -3.24 7.46  0.09
H43 3.51 -1.74 7.97  0.08
H44 -0.44 -1.00 4.72  0.07
H45 -1.91 -0.82 5.44  0.05
C17 2.94 3.79 -3.84  -0.05
C18 1.64 2.93 -3.63  -0.40
C19 2.05 1.44 -3.77  -0.20
O6 2.00 1.14 -5.20  -0.21
C20 2.72 -0.05 -5.63  -0.08
N5 1.10 3.15 -2.29  0.02
H46 3.46 3.56 -4.77  0.08
H47 3.52 3.67 -2.93  0.07
H48 2.65 4.84 -3.87  0.07
H49 0.96 3.23 -4.43  0.13
H50 1.27 0.90 -3.22  0.10
H51 2.88 1.04 -3.19  0.12
H52 2.39 -0.92 -5.07  0.08
H53 3.80 0.09 -5.53  0.08
H54 2.41 -0.18 -6.67  0.08
H55 0.51 2.42 -1.91  0.04
H56 1.74 3.00 -1.52  0.06
C21 -2.76 -6.25 -2.07  -0.05
C22 -1.81 -5.06 -1.78  -0.42
C23 -0.71 -4.84 -2.84  -0.23
O7 0.19 -5.93 -2.94  -0.16
C24 0.21 -6.47 -4.22  -0.13
N6 -2.56 -3.79 -1.75  0.02
H57 -2.16 -7.15 -2.21  0.07
H58 -3.24 -6.00 -3.02  0.08
H59 -3.51 -6.36 -1.29  0.07
H60 -1.26 -5.23 -0.85  0.13
H61 -0.13 -3.95 -2.59  0.12
H62 -1.17 -4.42 -3.72  0.12
H63 -0.04 -5.81 -5.05  0.09
H64 -0.41 -7.36 -4.27  0.08
H65 1.24 -6.77 -4.41  0.09
H66 -3.02 -3.71 -0.85  0.06
H67 -1.94 -3.01 -1.57  0.06

---

# 2
Computed, not measured: 10 unconnected molecules or ions with the total composition C24H68BN20O11 in a non-equilibrium geometry, with the ωB97M-V functional and the def2-TZVPD basis.

The value obtained for the LUMO energy (spin up / spin down) is 0.5 / 0.5 eV. Its multiplicity is 2. The value obtained for the energy above the lowest of the compared OMol25 structures with the same formula, charge and spin is 0.0 kJ/mol. The value obtained for the electronic energy is -2903.22735 Eh.

Last column: Mulliken spin population.
Element x y z (Å)
C1 2.93 2.22 -2.71  0.00
C2 1.50 1.74 -3.16  0.00
B1 0.99 0.41 -2.46  0.00
O1 0.90 -0.74 -3.30  0.00
C3 0.53 0.27 -0.93  0.01
C4 1.22 -1.01 -0.34  -0.01
C5 0.32 -2.22 0.05  0.00
C6 0.02 -2.37 1.58  0.02
C7 1.24 -2.94 2.39  0.00
N1 1.39 -2.31 3.73  0.00
C8 0.99 1.52 -0.10  0.01
C9 0.31 1.70 1.30  0.05
C10 0.20 3.23 1.60  0.02
C11 1.29 1.18 2.41  0.00
N2 -0.95 0.96 1.49  0.26
O2 -1.66 1.46 2.45  0.58
C12 -1.79 0.79 0.29  0.04
C13 -2.64 2.04 -0.09  0.02
C14 -2.83 -0.33 0.63  0.01
C15 -1.03 0.30 -0.99  0.00
H1 3.22 1.78 -1.75  0.00
H2 2.89 3.32 -2.58  0.00
H3 3.65 2.01 -3.51  0.00
H4 0.74 2.53 -2.99  0.00
H5 1.54 1.62 -4.26  0.00
H6 0.16 -1.25 -2.95  0.00
H7 1.84 -0.76 0.54  0.00
H8 1.94 -1.39 -1.08  0.00
H9 -0.64 -2.29 -0.47  0.00
H10 0.87 -3.14 -0.22  0.00
H11 -0.83 -3.07 1.68  0.00
H12 -0.29 -1.43 2.06  -0.02
H13 2.17 -2.84 1.83  0.00
H14 0.99 -4.00 2.61  0.00
H15 0.52 -1.87 4.01  0.00
H16 2.10 -1.58 3.69  0.00
H17 0.82 2.46 -0.66  0.00
H18 2.07 1.45 0.09  0.00
H19 -0.59 3.74 1.03  0.00
H20 1.19 3.68 1.40  0.00
H21 0.06 3.33 2.69  -0.01
H22 0.82 1.45 3.37  0.00
H23 1.33 0.08 2.42  -0.01
H24 2.28 1.64 2.34  0.00
H25 -3.20 1.76 -1.01  0.00
H26 -3.33 2.31 0.71  0.00
H27 -1.96 2.86 -0.40  0.00
H28 -3.53 0.01 1.41  0.00
H29 -2.34 -1.26 0.95  0.00
H30 -3.42 -0.57 -0.27  0.00
H31 -1.29 1.03 -1.78  0.00
H32 -1.48 -0.65 -1.35  0.00
C16 4.87 3.73 3.18  0.00
O3 3.74 3.26 3.31  0.00
N3 5.82 3.12 2.43  0.00
N4 5.25 4.89 3.78  0.00
H33 6.75 3.48 2.32  0.00
H34 5.58 2.26 1.98  0.00
H35 4.57 5.36 4.34  0.00
H36 6.17 5.29 3.69  0.00
C17 0.04 3.29 6.06  0.00
O4 0.49 2.17 6.26  0.00
N5 0.60 4.16 5.18  0.00
N6 -1.07 3.76 6.71  0.00
H37 0.25 5.08 5.00  0.00
H38 1.42 3.84 4.68  0.00
H39 -1.51 3.14 7.37  0.00
H40 -1.46 4.67 6.56  0.00
C18 -1.70 -5.09 -1.42  0.00
O5 -2.06 -3.92 -1.44  0.00
N7 -0.92 -5.63 -2.40  0.00
N8 -2.06 -5.94 -0.42  0.00
H41 -0.62 -6.58 -2.40  0.00
H42 -0.64 -5.03 -3.15  0.00
H43 -2.63 -5.57 0.32  0.00
H44 -1.79 -6.91 -0.38  0.00
C19 6.79 1.77 6.08  0.00
O6 7.55 2.14 5.19  0.00
N9 5.57 2.33 6.28  0.00
N10 7.12 0.77 6.95  0.00
H45 4.93 2.05 7.00  0.00
H46 5.30 3.07 5.65  0.00
H47 8.02 0.34 6.83  0.00
H48 6.52 0.45 7.68  0.00
C20 3.47 -0.10 -5.97  0.00
O7 2.71 0.77 -6.39  0.00
N11 4.67 -0.37 -6.58  0.00
N12 3.20 -0.85 -4.87  0.00
H49 5.31 -1.07 -6.26  0.00
H50 4.90 0.17 -7.40  0.00
H51 2.32 -0.67 -4.39  0.00
H52 3.81 -1.55 -4.52  0.00
C21 -6.04 -5.91 0.08  0.00
O8 -5.60 -6.37 1.12  0.00
N13 -7.37 -5.69 -0.14  0.00
N14 -5.21 -5.59 -0.94  0.00
H53 -7.74 -5.31 -0.99  0.00
H54 -8.00 -5.92 0.61  0.00
H55 -4.23 -5.76 -0.78  0.00
H56 -5.51 -5.20 -1.82  0.00
C22 -2.76 2.45 -4.27  0.00
O9 -2.90 2.03 -3.13  0.00
N15 -1.98 1.81 -5.19  0.00
N16 -3.35 3.58 -4.72  0.00
H57 -1.85 2.14 -6.13  0.00
H58 -1.52 0.97 -4.90  0.00
H59 -3.93 4.08 -4.07  0.00
H60 -3.25 3.94 -5.65  0.00
C23 -3.36 -8.99 2.61  0.00
O10 -2.65 -8.56 1.71  0.00
N17 -4.59 -8.49 2.87  0.00
N18 -2.95 -10.01 3.43  0.00
H61 -5.18 -8.83 3.61  0.00
H62 -4.92 -7.74 2.29  0.00
H63 -2.04 -10.40 3.26  0.00
H64 -3.51 -10.38 4.17  0.00
C24 -2.78 6.42 -7.49  0.00
O11 -2.81 5.26 -7.10  0.00
N19 -3.42 6.82 -8.62  0.00
N20 -2.09 7.39 -6.84  0.00
H65 -3.41 7.76 -8.97  0.00
H66 -3.94 6.12 -9.13  0.00
H67 -1.60 7.12 -6.00  0.00
H68 -2.04 8.34 -7.14  0.00

---

# 3
Computed, not measured: 10 unconnected molecules or ions with the total composition C24H68N6O10 in a non-equilibrium geometry, with the ωB97M-V functional and the def2-TZVPD basis.

The value obtained for the LUMO energy is 0.1 eV. The value obtained for the energy above the lowest of the compared OMol25 structures with the same formula, charge and spin is 257.9 kJ/mol. The value obtained for the electronic energy is -2036.15705 Eh. As for the SMILES: NC(N)=O.NC(N)=O.NC(N)=O.CC(C)O.CC(C)O.CC(C)O.CC(C)O.CC(C)O.CC(C)O.CC(C)O.

Last column: Löwdin charge in e.
Element x y z (Å)
N1 -0.70 4.02 0.15  0.16
C1 -0.45 5.34 0.31  -0.70
N2 -1.07 5.87 1.39  0.14
O1 0.35 5.94 -0.40  0.00
H1 -1.32 3.74 0.88  0.09
H2 -0.17 3.41 -0.46  0.07
H3 -2.00 5.53 1.55  0.10
H4 -0.69 6.78 1.61  0.11
N3 -6.50 -0.53 -1.86  0.15
C2 -5.43 -1.10 -1.24  -0.66
N4 -5.28 -0.55 0.00  0.15
O2 -4.68 -1.96 -1.70  0.03
H5 -7.03 0.18 -1.41  0.09
H6 -6.60 -0.79 -2.83  0.11
H7 -4.43 -0.68 0.52  0.10
H8 -5.97 0.14 0.22  0.09
N5 4.03 5.28 1.00  0.14
C3 4.19 4.23 1.85  -0.69
N6 3.42 3.18 1.58  0.16
O3 5.03 4.31 2.76  0.01
H9 4.10 6.13 1.54  0.11
H10 3.21 5.24 0.40  0.08
H11 3.26 2.49 2.30  0.07
H12 3.29 2.95 0.61  0.10
C4 -0.90 -4.65 -0.84  -0.07
C5 -0.25 -4.98 0.47  -0.49
C6 0.87 -3.96 0.74  -0.06
O4 -1.16 -5.01 1.55  -0.03
H13 -1.89 -5.06 -1.06  0.09
H14 -0.25 -4.95 -1.66  0.09
H15 -1.10 -3.58 -0.94  0.05
H16 0.27 -5.93 0.28  0.14
H17 0.63 -3.08 1.34  0.07
H18 1.30 -3.61 -0.20  0.06
H19 1.73 -4.30 1.34  0.08
H20 -1.45 -5.93 1.49  0.09
C7 -1.42 3.42 -2.79  -0.05
C8 -2.57 3.46 -3.78  -0.49
C9 -3.13 2.04 -4.02  -0.06
O5 -3.57 4.34 -3.30  -0.05
H21 -1.20 4.39 -2.35  0.07
H22 -0.63 2.78 -3.18  0.09
H23 -1.78 2.77 -1.98  0.06
H24 -2.33 3.82 -4.78  0.13
H25 -3.37 1.51 -3.09  0.07
H26 -2.52 1.33 -4.58  0.07
H27 -4.05 2.08 -4.61  0.07
H28 -4.25 4.57 -3.93  0.09
C10 0.68 -1.05 -1.06  -0.04
C11 -0.08 0.28 -0.83  -0.43
C12 -1.11 0.10 0.30  -0.04
O6 0.83 1.29 -0.40  -0.07
H29 1.10 -1.47 -0.15  0.05
H30 1.58 -0.95 -1.67  0.08
H31 0.03 -1.83 -1.46  0.06
H32 -0.51 0.58 -1.78  0.12
H33 -1.78 -0.73 0.05  0.07
H34 -1.78 0.96 0.41  0.07
H35 -0.68 -0.15 1.27  0.07
H36 1.44 1.03 0.30  0.06
C13 -1.08 -3.74 -4.58  -0.04
C14 -2.30 -3.06 -3.91  -0.51
C15 -2.50 -1.61 -4.23  -0.08
O7 -3.53 -3.74 -4.03  -0.04
H37 -0.99 -4.76 -4.21  0.07
H38 -0.21 -3.15 -4.29  0.07
H39 -1.06 -3.58 -5.66  0.08
H40 -1.96 -3.04 -2.87  0.10
H41 -1.56 -1.06 -4.30  0.07
H42 -3.10 -1.13 -3.46  0.05
H43 -2.90 -1.39 -5.23  0.09
H44 -4.11 -3.44 -3.32  0.06
C16 -2.43 -0.16 4.09  -0.08
C17 -2.05 -0.47 5.54  -0.45
C18 -3.09 -1.44 6.19  -0.07
O8 -0.80 -1.17 5.38  -0.07
H45 -3.48 0.14 4.06  0.08
H46 -2.38 -1.01 3.41  0.08
H47 -1.73 0.61 3.76  0.08
H48 -2.04 0.37 6.22  0.14
H49 -2.71 -1.84 7.13  0.07
H50 -3.30 -2.36 5.64  0.08
H51 -4.01 -0.93 6.47  0.07
H52 -1.06 -1.98 4.94  0.08
C19 4.89 -1.77 -1.06  -0.05
C20 4.96 -0.30 -1.39  -0.54
C21 6.26 0.37 -1.05  -0.05
O9 4.61 -0.03 -2.73  -0.04
H53 5.75 -2.27 -1.50  0.09
H54 4.01 -2.26 -1.47  0.07
H55 4.79 -1.96 0.00  0.07
H56 4.16 0.07 -0.73  0.11
H57 6.44 0.49 0.02  0.07
H58 6.37 1.40 -1.41  0.08
H59 7.05 -0.14 -1.59  0.09
H60 4.57 0.93 -2.86  0.09
C22 2.52 -0.48 2.98  -0.04
C23 3.70 0.13 3.72  -0.47
C24 4.96 0.09 2.89  -0.06
O10 3.44 1.51 4.04  -0.07
H61 1.53 -0.24 3.38  0.08
H62 2.64 -1.56 3.03  0.08
H63 2.48 -0.15 1.94  0.06
H64 3.90 -0.44 4.63  0.14
H65 5.85 0.19 3.51  0.09
H66 5.02 0.74 2.02  0.06
H67 4.98 -0.91 2.45  0.07
H68 4.18 1.89 4.52  0.10

---

# 4
Computed, not measured: 10 unconnected molecules or ions with the total composition C24H70N2O18 in a non-equilibrium geometry, with the ωB97M-V functional and the def2-TZVPD basis.

The value obtained for the LUMO energy is 0.3 eV. The value obtained for the energy above the lowest of the compared OMol25 structures with the same formula, charge and spin is 131.0 kJ/mol. The value obtained for the electronic energy is -2420.05867 Eh. As for the SMILES: COC[C@H](C)N.COC[C@H](C)N.OCCO.OCCO.OCCO.OCCO.OCCO.OCCO.OCCO.OCCO.

Last column: Löwdin charge in e.
Element x y z (Å)
C1 20.02 28.02 -29.94  -0.09
O1 19.91 29.43 -29.87  -0.22
C2 20.11 30.08 -31.11  -0.21
C3 21.11 31.22 -31.01  -0.43
C4 20.58 32.25 -30.01  -0.08
N1 21.28 31.89 -32.31  0.05
H1 19.81 27.62 -28.95  0.08
H2 21.04 27.72 -30.22  0.09
H3 19.30 27.64 -30.67  0.09
H4 20.32 29.40 -31.95  0.13
H5 19.15 30.52 -31.41  0.13
H6 22.06 30.87 -30.59  0.12
H7 21.26 33.09 -29.91  0.08
H8 20.32 31.81 -29.04  0.06
H9 19.64 32.69 -30.36  0.09
H10 22.24 32.20 -32.42  0.07
H11 21.12 31.20 -33.04  0.07
C5 19.21 35.01 -28.30  -0.10
O2 19.26 35.94 -27.24  -0.18
C6 18.13 35.81 -26.40  -0.22
C7 18.03 37.00 -25.45  -0.39
C8 19.28 37.14 -24.60  -0.06
N2 16.86 36.74 -24.56  0.04
H12 19.24 33.99 -27.87  0.06
H13 20.07 35.09 -28.96  0.08
H14 18.27 35.11 -28.84  0.10
H15 17.20 35.82 -26.98  0.12
H16 18.24 34.85 -25.87  0.12
H17 17.90 37.88 -26.08  0.14
H18 19.21 37.91 -23.83  0.08
H19 20.14 37.40 -25.23  0.08
H20 19.66 36.22 -24.15  0.08
H21 17.11 37.10 -23.64  0.08
H22 16.15 37.41 -24.86  0.09
O3 20.41 28.05 -23.60  -0.07
C9 21.00 27.03 -24.38  -0.25
C10 21.66 25.94 -23.56  -0.24
O4 20.87 25.75 -22.40  -0.06
H23 20.35 28.83 -24.20  0.03
H24 20.17 26.56 -24.93  0.10
H25 21.72 27.44 -25.10  0.11
H26 22.68 26.21 -23.25  0.11
H27 21.80 25.01 -24.11  0.11
H28 21.23 25.04 -21.86  0.09
O5 17.77 23.30 -27.69  -0.08
C11 17.13 24.56 -27.36  -0.22
C12 18.22 25.61 -27.23  -0.25
O6 17.67 26.90 -27.08  -0.10
H29 17.19 22.60 -27.37  0.08
H30 16.46 24.74 -28.21  0.12
H31 16.59 24.48 -26.41  0.11
H32 18.79 25.64 -28.17  0.11
H33 18.91 25.31 -26.44  0.11
H34 17.31 27.24 -27.93  0.04
O7 17.31 28.67 -22.71  -0.05
C13 16.96 27.99 -23.91  -0.25
C14 16.91 26.51 -23.67  -0.24
O8 18.09 26.01 -23.04  -0.05
H35 17.41 29.60 -22.98  0.04
H36 16.06 28.36 -24.42  0.12
H37 17.77 28.22 -24.62  0.10
H38 16.59 25.98 -24.57  0.10
H39 16.09 26.32 -22.95  0.12
H40 18.26 25.15 -23.43  0.08
O9 22.34 31.18 -26.24  -0.09
C15 23.10 31.01 -27.45  -0.18
C16 23.10 29.54 -27.85  -0.23
O10 24.07 28.81 -27.10  -0.05
H41 22.80 30.76 -25.50  0.11
H42 22.56 31.61 -28.17  0.10
H43 24.09 31.41 -27.24  0.13
H44 23.26 29.47 -28.94  0.11
H45 22.12 29.12 -27.67  0.12
H46 24.91 29.25 -27.27  0.09
O11 19.96 30.06 -25.42  -0.10
C17 19.06 30.23 -26.51  -0.19
C18 18.38 31.60 -26.48  -0.20
O12 17.20 31.75 -25.66  -0.09
H47 20.81 30.47 -25.68  0.05
H48 19.63 30.11 -27.45  0.10
H49 18.30 29.44 -26.53  0.11
H50 17.99 31.83 -27.48  0.12
H51 19.10 32.38 -26.22  0.11
H52 17.45 31.61 -24.73  0.06
O13 20.63 32.42 -21.40  -0.05
C19 20.11 32.71 -22.70  -0.23
C20 18.60 32.71 -22.74  -0.19
O14 18.07 31.36 -22.81  -0.10
H53 20.52 31.48 -21.22  0.08
H54 20.49 33.70 -22.98  0.12
H55 20.54 32.03 -23.44  0.11
H56 18.26 33.20 -23.66  0.09
H57 18.14 33.24 -21.91  0.13
H58 18.58 30.86 -22.16  0.09
O15 14.24 29.24 -28.77  -0.04
C21 15.53 29.53 -28.29  -0.25
C22 16.52 29.20 -29.39  -0.20
O16 16.67 27.78 -29.51  -0.08
H59 13.55 29.54 -28.17  0.09
H60 15.65 30.57 -27.97  0.11
H61 15.75 28.96 -27.38  0.12
H62 17.49 29.66 -29.18  0.10
H63 16.16 29.64 -30.32  0.13
H64 15.77 27.41 -29.45  0.10
O17 15.79 34.02 -23.81  -0.11
C23 14.48 33.94 -24.37  -0.23
C24 14.47 34.15 -25.88  -0.23
O18 14.81 32.93 -26.54  -0.09
H65 16.23 34.83 -24.10  0.03
H66 14.05 33.01 -24.02  0.12
H67 13.89 34.76 -23.91  0.11
H68 15.12 34.98 -26.18  0.09
H69 13.45 34.33 -26.21  0.12
H70 15.70 32.63 -26.30  0.03

---

Which value of energy above the lowest of the compared OMol25 structures with the same formula, charge and spin does entry 3 give?
257.9 kJ/mol

---

What is the formula in the first record?
C24H67N6O7Sr

---

What is the formula in the first record?
C24H67N6O7Sr